{"formula": "C26H31N3RbS5Sb", "method": "ωB97M-V with the def2-TZVPD basis set", "homo_lumo_gap_ev": 6.29, "fmax_ha_per_bohr": 0.01616, "charge": 0, "total_energy_ev": -93304.401, "elements": ["Rb", "N", "C", "C", "N", "C", "C", "N", "H", "H", "H", "H", "H", "H", "H", "H", "H", "H", "H", "H", "H", "C", "S", "C", "C", "S", "S", "C", "S", "S", "H", "H", "H", "C", "C", "C", "C", "C", "C", "Sb", "C", "C", "C", "C", "C", "C", "C", "C", "C", "C", "C", "C", "H", "H", "H", "H", "H", "H", "H", "H", "H", "H", "H", "H", "H", "H", "H"], "positions_angstrom": [[1.693779, -2.209746, -0.768818], [2.323346, -4.029148, 1.872533], [0.974860, -3.693097, 2.328598], [-0.101692, -4.454983, 1.558783], [0.189579, -4.544480, 0.134192], [-0.956803, -4.895997, -0.698594], [-1.555925, -3.673613, -1.379308], [-0.655285, -3.149947, -2.409288], [2.603977, -4.951801, 2.189090], [2.996467, -3.387530, 2.277032], [0.835106, -2.617515, 2.177043], [0.826226, -3.868774, 3.403780], [-1.046640, -3.917398, 1.680236], [-0.260325, -5.450825, 2.004543], [0.950364, -5.195741, -0.004634], [-1.730052, -5.412255, -0.117252], [-0.630531, -5.608403, -1.462805], [-1.695896, -2.888395, -0.627656], [-2.553805, -3.913391, -1.772699], [-1.001271, -2.255696, -2.745578], [-0.651868, -3.772406, -3.211147], [2.744457, 2.682556, -4.424382], [2.503358, 3.403424, -2.791943], [3.941023, 2.819478, -1.971336], [4.177748, 1.551244, -1.577051], [3.160732, 0.147828, -1.715464], [5.665807, 1.320359, -0.704746], [6.241712, 2.951462, -0.727344], [7.633956, 3.445061, 0.011246], [5.164147, 3.995386, -1.566889], [1.896113, 2.988180, -5.034702], [2.772128, 1.597006, -4.367562], [3.656447, 3.051497, -4.889449], [-3.898436, 1.090059, 4.394209], [-2.605712, 0.673161, 4.679567], [-1.737144, 0.357514, 3.649228], [-2.140313, 0.461333, 2.322846], [-3.434579, 0.879064, 2.045814], [-4.310109, 1.191498, 3.076027], [-0.711494, 0.003657, 0.822584], [-1.749542, 0.504204, -0.962038], [-2.883350, -0.199400, -1.357903], [-3.508146, 0.078367, -2.563422], [-2.985046, 1.050688, -3.403492], [-1.837387, 1.734056, -3.034536], [-1.224141, 1.466612, -1.819069], [0.357173, 1.833558, 1.008997], [1.739263, 1.883376, 0.933851], [2.408735, 3.100141, 1.000321], [1.693386, 4.273664, 1.152498], [0.307043, 4.234129, 1.240427], [-0.354886, 3.020777, 1.170634], [-4.578533, 1.339149, 5.196497], [-2.274385, 0.597553, 5.706356], [-0.727119, 0.045386, 3.897696], [-3.770792, 0.983883, 1.020127], [-5.313744, 1.522251, 2.845202], [-3.307441, -0.970644, -0.721010], [-4.402159, -0.459638, -2.848943], [-3.470327, 1.274790, -4.344165], [-1.407631, 2.477361, -3.692129], [-0.319015, 2.002426, -1.559563], [2.329420, 0.987253, 0.762840], [3.487728, 3.121037, 0.916908], [2.212250, 5.221979, 1.199105], [-0.256845, 5.149144, 1.358836], [-1.437961, 3.009271, 1.237270]], "atomic_forces_ev_per_a": [[0.1444, -0.3484, -0.0175], [0.2009, -0.0428, -0.0058], [-0.0824, 0.1220, 0.1869], [-0.1413, -0.0631, 0.0848], [0.0440, -0.0333, 0.0307], [0.0035, -0.1684, -0.0638], [-0.1804, 0.0714, 0.0711], [-0.0357, 0.0580, -0.0494], [-0.0748, 0.0057, -0.0359], [-0.0245, -0.0197, 0.0000], [-0.0097, -0.0839, -0.0794], [-0.0288, 0.0134, -0.1115], [0.0280, 0.0073, 0.0235], [0.0613, 0.0469, -0.0206], [-0.0226, 0.0295, -0.0086], [-0.0428, 0.0306, 0.0069], [-0.0268, 0.0551, -0.0320], [0.0102, -0.0591, -0.0166], [0.0728, -0.0501, 0.0596], [-0.0209, -0.0118, -0.0090], [0.0420, 0.0386, 0.0310], [0.0639, -0.0565, -0.2357], [0.0169, -0.0263, 0.1701], [-0.1284, 0.0578, -0.1310], [-0.5740, -0.5868, 0.1289], [0.3784, 0.5316, -0.3583], [0.2266, 0.0353, 0.0265], [0.1462, 0.0771, 0.2488], [-0.1347, -0.0593, -0.1385], [0.1154, 0.2157, -0.0432], [-0.0577, 0.0216, 0.0001], [-0.0177, -0.0443, 0.0990], [0.0239, 0.0407, 0.0477], [0.0282, -0.0097, 0.0229], [-0.0850, 0.0308, 0.0784], [0.1572, -0.0608, 0.0954], [-0.1791, 0.0017, -0.1301], [-0.0958, 0.0509, -0.1353], [-0.0732, 0.0236, 0.0205], [0.4850, 0.0302, 0.1465], [-0.0373, 0.0397, -0.0161], [-0.1598, -0.1482, 0.1095], [-0.0313, 0.0278, -0.1003], [-0.0234, 0.0254, -0.0603], [0.0171, -0.0003, -0.0150], [0.1292, 0.0266, -0.0461], [-0.2127, 0.0810, 0.0476], [0.3225, -0.1862, -0.0863], [0.0129, -0.0208, 0.0313], [0.0050, 0.0874, 0.0083], [0.0418, 0.0015, -0.0053], [-0.1351, 0.0606, 0.0193], [-0.0301, 0.0074, 0.0410], [0.0139, -0.0007, 0.0347], [-0.0001, -0.0139, -0.0498], [0.0287, -0.0169, -0.0037], [-0.0388, 0.0130, -0.0070], [0.0213, 0.0271, 0.0397], [-0.0334, -0.0343, 0.0049], [-0.0088, -0.0179, -0.0258], [-0.0058, 0.0433, -0.0245], [0.0222, 0.0254, 0.0324], [-0.1346, 0.0582, 0.0728], [0.0203, 0.0168, 0.0406], [0.0204, 0.0215, -0.0087], [-0.0245, 0.0440, 0.0059], [0.0079, -0.0382, 0.0037]]}


{"formula": "C26H31N5O2", "method": "ωB97M-V with the def2-TZVPD basis set", "homo_lumo_gap_ev": 9.04, "smiles": "CCn1cc(CNC(=O)C[C@H]2C(=O)NCCN2CC(c2ccccc2)c2ccccc2)cn1", "fmax_ha_per_bohr": 0.01686, "charge": 0, "total_energy_ev": -39011.805, "elements": ["C", "C", "N", "C", "C", "C", "N", "C", "O", "C", "C", "C", "O", "N", "C", "C", "N", "C", "C", "C", "C", "C", "C", "C", "C", "C", "C", "C", "C", "C", "C", "C", "N", "H", "H", "H", "H", "H", "H", "H", "H", "H", "H", "H", "H", "H", "H", "H", "H", "H", "H", "H", "H", "H", "H", "H", "H", "H", "H", "H", "H", "H", "H", "H"], "positions_angstrom": [[-4.938921, -3.475694, -0.996755], [-5.495495, -2.090812, -1.319099], [-4.669529, -1.043474, -0.782641], [-4.548364, -0.668833, 0.507222], [-3.628635, 0.358527, 0.548733], [-3.171538, 1.121076, 1.750896], [-1.991465, 1.902361, 1.476204], [-0.864109, 1.804888, 2.193978], [-0.738201, 1.116801, 3.188717], [0.268812, 2.674376, 1.652038], [0.638284, 2.330134, 0.185601], [-0.011508, 3.386987, -0.695512], [-1.229077, 3.483366, -0.758516], [0.782994, 4.234033, -1.362920], [2.221275, 4.137898, -1.386773], [2.585531, 2.667280, -1.225653], [2.084620, 2.232367, 0.056434], [2.642710, 0.985601, 0.534646], [2.312569, -0.281669, -0.302152], [3.448717, -1.271796, -0.146998], [4.597715, -1.085967, -0.909831], [5.679583, -1.937241, -0.787241], [5.630081, -2.996000, 0.103523], [4.491001, -3.192733, 0.863321], [3.409078, -2.337566, 0.740688], [0.971216, -0.897758, 0.010265], [0.524593, -1.103855, 1.311605], [-0.687149, -1.725592, 1.551665], [-1.471462, -2.159673, 0.498211], [-1.043742, -1.953681, -0.801564], [0.166631, -1.329467, -1.039579], [-3.248783, 0.526823, -0.793816], [-3.882909, -0.326316, -1.575219], [-5.572173, -4.241381, -1.436582], [-3.934412, -3.579871, -1.398613], [-4.901732, -3.632592, 0.078865], [-5.526489, -1.939591, -2.400022], [-6.508018, -1.990946, -0.914744], [-5.113142, -1.135584, 1.289192], [-2.923385, 0.436666, 2.568331], [-3.979402, 1.784688, 2.093710], [-2.000204, 2.494116, 0.649191], [1.143498, 2.532934, 2.285191], [-0.032473, 3.721553, 1.727962], [0.154713, 1.375141, -0.084582], [0.322824, 4.960075, -1.893217], [2.593332, 4.531629, -2.335013], [2.659329, 4.714445, -0.563401], [3.670390, 2.545662, -1.232908], [2.160400, 2.108054, -2.078043], [2.310922, 0.838815, 1.561945], [3.729028, 1.116044, 0.552857], [2.304605, 0.018928, -1.356793], [4.642966, -0.264773, -1.612925], [6.561451, -1.776553, -1.390570], [6.472701, -3.664438, 0.200809], [4.441079, -4.018726, 1.557777], [2.525270, -2.513078, 1.334048], [1.108667, -0.770364, 2.155702], [-1.014879, -1.864559, 2.570582], [-2.411956, -2.653512, 0.690498], [-1.652356, -2.271290, -1.635124], [0.493402, -1.175955, -2.059456], [-2.558495, 1.230094, -1.214141]], "atomic_forces_ev_per_a": [[-0.1039, 0.2377, -0.0605], [-0.1482, -0.5389, -0.1620], [0.0751, 0.2774, 0.3188], [0.1975, 0.3431, 0.0791], [-0.1741, -0.1406, 0.0107], [-0.1789, -0.0789, 0.3208], [-0.5278, -0.0453, -0.3240], [0.2995, 0.5267, -0.1023], [0.1188, -0.2486, 0.3737], [-0.0984, -0.2896, 0.1288], [-0.1617, -0.1087, 0.1386], [0.1694, -0.0583, -0.1378], [-0.3873, -0.0303, 0.0686], [-0.0280, 0.3251, -0.2546], [0.4449, -0.2681, 0.0533], [0.0188, 0.3005, -0.0215], [0.0082, 0.3183, -0.1143], [0.0739, -0.0833, -0.1398], [0.0974, 0.1812, 0.1663], [0.0351, -0.0597, -0.1068], [0.0003, -0.0106, 0.0370], [0.0925, 0.0338, -0.0641], [0.0544, -0.0843, 0.0391], [0.0991, -0.0732, 0.0507], [-0.0517, 0.0395, 0.0042], [-0.1099, -0.0665, -0.0987], [0.0697, 0.1327, -0.0985], [-0.0756, -0.0779, 0.0578], [-0.0101, -0.1193, 0.0331], [-0.0138, -0.1041, -0.0941], [0.0228, 0.0061, 0.0076], [-0.2037, -0.0634, 0.3484], [0.0654, -0.0687, -0.8617], [-0.0509, -0.1166, -0.0243], [0.1054, -0.0294, -0.0343], [0.0131, -0.0575, 0.0951], [-0.0559, 0.0687, 0.1649], [0.0965, 0.0591, -0.1033], [-0.1389, -0.1416, 0.1667], [-0.0695, 0.1518, -0.0722], [0.1502, -0.1324, 0.0435], [0.1868, 0.0280, 0.0904], [-0.1058, -0.0395, -0.0272], [0.0420, 0.0077, 0.0163], [-0.0118, 0.2892, -0.0332], [-0.0755, -0.1206, 0.1072], [-0.0587, -0.0391, 0.0504], [0.0641, -0.0652, -0.1428], [-0.0152, -0.0110, -0.0327], [0.1020, 0.0148, 0.0044], [0.0893, -0.0492, 0.0942], [-0.0791, -0.0568, 0.0570], [-0.0107, -0.0443, 0.0839], [-0.0176, 0.0945, -0.0795], [0.0642, 0.0062, -0.0498], [0.0619, -0.0567, 0.0056], [-0.0047, -0.0664, 0.0544], [-0.0538, -0.0390, 0.0233], [0.0553, 0.0571, 0.0898], [-0.0447, 0.0122, 0.1052], [-0.0968, -0.0185, 0.0016], [-0.0735, -0.0082, -0.0548], [0.0550, 0.0304, -0.0899], [0.2077, 0.1684, -0.1058]]}